1.
Here is a single C2H2N4O2 molecule in a non-equilibrium geometry from the Open Molecules 2025 dataset. Energies are from the ωB97M-V functional and the def2-TZVPD basis.

Properties
Structure (SMILES) = O=C/N=c1\nn[nH]o1
Energy relative to the best compared isomer or geometry (same formula, charge and spin) = 581.13 kJ/mol
Kohn-Sham gap = 0.346 Eh
E = -12156.72432 eV

The geometry in ORCA input format:
```
! RIJCOSX wB97M-V def2-TZVPD def2/J DEFGRID3
* xyz 0 1
C -1.479 0.778 -1.201
C 0.260 -0.204 -0.415
H -1.611 1.710 -1.843
H 2.451 -1.267 1.536
N -0.469 -0.047 -1.484
N 0.319 0.847 0.703
N 1.089 0.366 1.556
N 1.395 -0.866 1.334
O -2.454 0.332 -0.462
O 1.221 -1.080 -0.133
*
```

Calculated atomic charges, method Mulliken, unit e: atom 1 (C): 0.28, atom 2 (C): 0.56, atom 3 (H): 0.32, atom 4 (H): 0.34, atom 5 (N): -0.43, atom 6 (N): -0.05, atom 7 (N): -0.27, atom 8 (N): 0.05, atom 9 (O): -0.54, atom 10 (O): -0.25

=====

2.
Here is a single C2H2N4O6 molecule in a non-equilibrium geometry from the Open Molecules 2025 dataset. Energies are from the ωB97M-V functional and the def2-TZVPD basis.

Properties
Structure (SMILES) = O=C1NONC1([N+](=O)[O-])[N+](=O)[O-]
Energy relative to the best compared isomer or geometry (same formula, charge and spin) = 49.03 kJ/mol
Kohn-Sham gap = 0.337 Eh
E = -20341.55710 eV

The geometry in ORCA input format:
```
! RIJCOSX wB97M-V def2-TZVPD def2/J DEFGRID3
* xyz 0 1
C -0.202 0.597 -1.107
C 0.257 -0.130 0.277
N -1.560 0.758 -0.987
N -1.002 -0.175 1.146
N 0.792 -1.505 0.032
N 1.322 0.779 0.772
O 1.752 -1.595 -0.687
O 2.492 0.494 0.632
O 0.520 0.767 -2.018
O 0.184 -2.445 0.539
O 0.783 1.770 1.258
O -2.041 0.364 0.246
H -2.153 1.498 -1.386
H -1.144 -1.176 1.281
*
```

Calculated atomic charges, method Mulliken, unit e: atom 1 (C): 0.03, atom 2 (C): 0.64, atom 3 (N): 0.02, atom 4 (N): -0.30, atom 5 (N): 0.89, atom 6 (N): 0.85, atom 7 (O): -0.48, atom 8 (O): -0.50, atom 9 (O): -0.45, atom 10 (O): -0.65, atom 11 (O): -0.53, atom 12 (O): -0.23, atom 13 (H): 0.28, atom 14 (H): 0.41

=====

3.
Here is a single C2H2N4O6 molecule in a non-equilibrium geometry from the Open Molecules 2025 dataset. Energies are from the ωB97M-V functional and the def2-TZVPD basis.

Properties
Energy relative to the best compared isomer or geometry (same formula, charge and spin) = 0.00 kJ/mol
Kohn-Sham gap (alpha / beta) = 0.302 / 0.232 Eh
E = -20338.08772 eV

The geometry in ORCA input format:
```
! RIJCOSX wB97M-V def2-TZVPD def2/J DEFGRID3
* xyz 0 3
C 0.493 0.393 1.180
C -0.260 -0.109 -0.190
N 1.786 0.260 0.844
N 0.778 -0.157 -1.182
N -1.040 -1.402 0.058
N -1.299 1.158 -0.648
O -2.269 -1.391 0.210
O -2.403 1.056 -0.238
O 0.111 0.663 2.283
O -0.386 -2.399 -0.150
O -0.751 1.905 -1.423
O 1.895 0.363 -0.597
H 2.511 0.869 1.291
H 0.834 -1.208 -1.438
*
```

Calculated atomic charges, method Mulliken, unit e: atom 1 (C): 0.17, atom 2 (C): 0.59, atom 3 (N): -0.10, atom 4 (N): -0.21, atom 5 (N): 0.75, atom 6 (N): 0.88, atom 7 (O): -0.31, atom 8 (O): -0.53, atom 9 (O): -0.54, atom 10 (O): -0.68, atom 11 (O): -0.50, atom 12 (O): -0.22, atom 13 (H): 0.32, atom 14 (H): 0.37

=====

4.
Here is a single C2H2N4OS molecule in a non-equilibrium geometry from the Open Molecules 2025 dataset. Energies are from the ωB97M-V functional and the def2-TZVPD basis.

Properties
Structure (SMILES) = [O-][N+](=S)c1c[nH]nn1
Energy relative to the best compared isomer or geometry (same formula, charge and spin) = 287.21 kJ/mol
Kohn-Sham gap = 0.296 Eh
E = -20944.97516 eV

The geometry in ORCA input format:
```
! RIJCOSX wB97M-V def2-TZVPD def2/J DEFGRID3
* xyz 0 1
C 0.459 0.179 0.246
C -0.672 -0.164 -0.490
H -1.415 0.499 -0.957
H -1.723 -2.089 -0.560
N 0.941 1.578 0.340
N -0.775 -1.522 -0.344
N 0.293 -2.000 0.319
N 1.019 -0.980 0.700
O 1.540 1.749 1.427
S 0.334 2.750 -0.682
*
```

Calculated atomic charges, method Mulliken, unit e: atom 1 (C): 0.40, atom 2 (C): -0.37, atom 3 (H): 0.34, atom 4 (H): 0.32, atom 5 (N): 0.39, atom 6 (N): 0.13, atom 7 (N): -0.49, atom 8 (N): -0.15, atom 9 (O): -0.42, atom 10 (S): -0.15

=====

- What is the formula in the first record?
  C2H2N4O2